<A>
Below is a 2-piece molecular cluster, C4H10O2 overall, with properties calculated with ωB97M-V/def2-TZVPD.

Last column: Mulliken charge in e.
Element x y z (Å)
C: 1.92240 1.34557 0.10223  -0.628
O: 0.86812 0.84059 0.87450  -0.494
C: -0.75923 -0.55352 -0.55954  0.145
C: -0.42907 -1.92243 0.04493  -1.048
C: -1.59879 0.39089 0.15370  -0.067
O: -1.53329 1.60787 0.04936  -0.613
H: 2.79460 0.70167 0.25088  0.235
H: 1.69765 1.36779 -0.97952  0.280
H: 2.18037 2.36447 0.41288  0.270
H: 0.05108 -0.13694 -1.17434  0.182
H: 0.36937 -1.87265 0.80681  0.276
H: -0.08650 -2.61882 -0.72729  0.303
H: -1.31664 -2.32364 0.53628  0.321
H: -1.82132 -0.43055 -1.13576  0.191
H: -2.42080 -0.13591 0.68078  0.370
H: 0.08206 1.37562 0.66410  0.279

Output
LUMO energy, eV: 0.96
SMILES: CCC=O.CO
Orbital gap, eV: 10.80
Total charge: 0
HOMO, eV: -9.8


<B>
Below is C4H10O2 as an isolated structure, with properties calculated with ωB97M-V/def2-TZVPD.

Last column: Mulliken charge in e.
Element x y z (Å)
C: 1.15203 -0.71962 -0.95043  -1.420
C: -0.16477 -0.32404 -0.33085  0.516
O: 1.09414 -1.26504 2.32020  -0.653
C: -1.09761 0.64642 -1.06372  -0.554
C: -1.24984 1.28776 0.31604  -0.331
O: -0.05880 0.61903 0.77210  -0.554
H: 1.71172 -1.36690 -0.26900  0.341
H: 0.95765 -1.27375 -1.87624  0.348
H: 1.75222 0.16347 -1.19269  0.327
H: -0.69801 -1.21812 0.02232  0.243
H: 1.95019 -0.83648 2.20329  0.301
H: -1.98211 0.23970 -1.55704  0.294
H: -0.53772 1.28908 -1.74967  0.240
H: -2.13247 0.93371 0.86650  0.249
H: -1.17349 2.37527 0.40372  0.250
H: 0.47687 -0.55049 2.08547  0.402

Output
LUMO energy, eV: 1.02
Orbital gap, eV: 11.11
Total charge: 0
HOMO, eV: -10.1


<C>
Below is C4H10O2 as an isolated structure, with properties calculated with ωB97M-V/def2-TZVPD.

Last column: Mulliken charge in e.
Element x y z (Å)
C: 0.48724 -0.76790 -1.76413  -0.634
C: 0.59640 -1.21852 1.32912  -0.676
O: 0.57141 -0.18926 0.35153  -0.345
H: 1.01510 -0.81093 2.25424  0.244
H: -0.37532 -1.66398 1.56543  0.333
H: 0.74042 0.02336 -2.45730  0.298
H: -0.12164 -1.58576 -2.13544  0.291
H: 1.38531 -1.24056 -1.37596  0.277
H: 1.25598 -2.00589 0.95746  0.232
C: -0.60492 1.93161 0.38352  -1.246
C: -0.74705 0.45192 0.04967  0.519
O: -0.97218 0.18762 -1.25011  -0.538
H: -1.50566 -0.01288 0.70955  0.302
H: 0.22276 2.36653 -0.17956  0.285
H: -0.42680 2.07613 1.45342  0.303
H: -1.52105 2.45852 0.10856  0.355

Output
LUMO energy, eV: 0.85
Orbital gap, eV: 10.21
Total charge: 0
HOMO, eV: -9.4


<D>
Below is a 2-piece molecular cluster, C4H10O2 overall, with properties calculated with ωB97M-V/def2-TZVPD.

Last column: Mulliken charge in e.
Element x y z (Å)
C: 1.91507 -0.91606 0.81332  -0.550
C: 1.01874 -0.04610 1.27918  -0.735
C: -0.14757 0.35522 -0.95884  -0.513
O: 0.43281 -0.88313 -1.29890  -0.577
C: -1.44543 0.47744 -0.11651  -0.353
O: -2.43751 0.74954 -1.09677  -0.495
H: 1.80462 -1.97996 0.99868  0.367
H: 1.11745 -1.14966 -0.64206  0.299
H: 2.84265 -0.58831 0.35514  0.327
H: 0.09029 -0.38797 1.72600  0.259
H: 1.20269 1.02038 1.30560  0.362
H: 0.53941 1.20197 -0.79130  0.256
H: -0.54096 0.48377 -1.94775  0.443
H: -1.39351 1.31360 0.60872  0.290
H: -1.69312 -0.43339 0.44930  0.328
H: -3.30564 0.78267 -0.68383  0.291

Output
LUMO energy, eV: 0.84
SMILES: OCCO.C=C
Orbital gap, eV: 10.78
Total charge: 0
HOMO, eV: -9.9


How do the energies compare? Relative to the most stable structure, in hartree: <A> 0.0406; <B> 0.0000; <C> 0.0953; <D> 0.0680.


<A>
Below is the molecule C4H10O2, with properties calculated with ωB97M-V/def2-TZVPD.

Last column: Mulliken charge in e.
Element x y z (Å)
C: -2.03001 1.98811 0.91060  -0.704
O: -1.55758 0.80510 0.32105  -0.297
C: -0.20593 0.51104 0.60621  -0.419
C: 0.14253 -0.74707 -0.21310  -0.388
O: 1.48696 -0.65310 -0.67743  -0.318
C: 2.00155 -1.64478 -1.56133  -0.706
H: -3.06731 2.10870 0.58494  0.241
H: -2.00572 1.94334 2.01094  0.284
H: -1.45223 2.86752 0.58395  0.293
H: 0.45360 1.33692 0.29597  0.324
H: -0.07265 0.37313 1.69393  0.288
H: -0.00757 -1.65864 0.38442  0.270
H: -0.59504 -0.75912 -1.02915  0.318
H: 3.06294 -2.09286 -1.30578  0.251
H: 1.63530 -2.64846 -1.43421  0.293
H: 1.87510 -1.23568 -2.58705  0.269

Output
LUMO energy, eV: 1.08
SMILES: COCCOC
Orbital gap, eV: 10.95
Total charge: 0
HOMO, eV: -9.9


<B>
Below is a 3-piece molecular cluster, C4H10O2 overall, with properties calculated with ωB97M-V/def2-TZVPD.

Last column: Mulliken charge in e.
Element x y z (Å)
C: 1.94677 -0.46920 -1.47885  -0.632
C: 1.12958 -0.45830 -0.38496  -0.081
C: 1.30130 0.55694 0.76155  -0.432
C: 0.58315 0.30287 1.91243  -0.370
H: 2.04929 0.46664 -2.01181  0.257
H: 2.15878 -1.43590 -1.89672  0.272
H: 0.48652 -1.34390 -0.21482  0.287
H: 1.96199 1.41656 0.54254  0.313
H: -0.28677 0.88718 2.01280  0.140
H: 0.53951 -0.68977 2.42184  0.258
H: -2.51652 -2.12363 -0.42272  0.285
H: -2.50779 -0.59561 -0.51503  0.342
O: -2.53269 -1.39518 0.12313  -0.634
H: -1.85355 1.97314 0.30474  0.323
H: -0.73606 1.40787 -0.60538  0.336
O: -1.72350 1.50028 -0.54875  -0.664

Output
LUMO energy, eV: -0.62
SMILES: C=CC=C.O.O
Orbital gap, eV: 7.18
Total charge: 0
HOMO, eV: -7.8


<C>
Below is a 2-piece molecular cluster, C4H10O2 overall, with properties calculated with ωB97M-V/def2-TZVPD.

Last column: Mulliken charge in e.
Element x y z (Å)
C: 2.72145 0.95900 -1.06383  -0.580
O: 1.94353 0.06338 -0.31111  -0.457
C: -0.62580 -0.90845 0.33686  -0.677
C: -1.90684 -0.57913 1.02669  0.090
C: -1.21016 0.48380 0.23482  -0.750
O: -3.10705 -1.07559 0.51740  -0.524
H: 3.58575 0.40114 -1.43403  0.197
H: 2.14673 1.38803 -1.89999  0.254
H: 3.10642 1.78618 -0.45372  0.265
H: 0.26796 -1.04498 0.93636  0.337
H: -0.66743 -1.51541 -0.56268  0.277
H: -1.87612 -0.48039 2.11367  0.313
H: -0.71835 1.28306 0.78353  0.376
H: -1.65175 0.79255 -0.71021  0.236
H: 1.08717 0.47933 -0.16414  0.320
H: -3.09553 -2.03252 0.65038  0.322

Output
LUMO energy, eV: 0.94
SMILES: OC1CC1.CO
Orbital gap, eV: 11.05
Total charge: 0
HOMO, eV: -10.1


How do the energies compare? Relative to the most stable structure, in hartree: <A> 0.0085; <B> 0.1098; <C> 0.0000.


<A>
Below is the molecule C3H6N2, with properties calculated with ωB97M-V/def2-TZVPD.

Last column: Mulliken charge in e.
Element x y z (Å)
C: 0.56138 -0.33103 1.03434  0.110
C: 0.20225 -0.09748 -1.12086  -0.257
C: -0.75470 0.97113 -0.66220  -0.433
H: 0.20723 -1.76663 2.03536  0.274
H: 0.84030 0.27975 2.02662  0.265
H: -0.32420 -1.01668 -1.03167  0.230
H: 0.90847 -0.07879 -1.94086  0.292
H: -1.79419 1.03630 -0.25346  0.219
H: -0.74052 1.95529 -1.07522  0.214
N: 0.31624 -1.54080 0.95688  -0.594
N: 0.57775 0.58893 0.03107  -0.321

Output
LUMO energy, eV: 1.12
SMILES: [H]/N=C/N1CC1
Orbital gap, eV: 10.94
Total charge: 0
HOMO, eV: -9.8


<B>
Below is the molecule C3H6N2, with properties calculated with ωB97M-V/def2-TZVPD.

Last column: Mulliken charge in e.
Element x y z (Å)
C: -1.10443 -0.52191 -0.25499  0.093
C: 0.83793 0.90248 -0.12662  -0.394
C: 1.27184 -0.48509 0.20774  -0.328
H: -2.83107 0.11214 0.34875  0.236
H: -1.37836 -1.60317 -0.10671  0.342
H: 0.25546 1.47440 0.60876  0.245
H: 1.42967 1.52613 -0.83212  0.215
H: 1.04720 -0.74741 1.23690  0.289
H: 2.19916 -0.84888 -0.33205  0.224
N: -1.89919 0.44238 -0.02251  -0.590
N: 0.17179 -0.25107 -0.72715  -0.333

Output
LUMO energy, eV: 1.11
SMILES: [H]/N=C/N1CC1
Orbital gap, eV: 10.61
Total charge: 0
HOMO, eV: -9.5


How do the energies compare? Relative to the most stable structure, in hartree: <A> 0.0566; <B> 0.0000.


<A>
Below is C3H6N2 as an isolated structure, with properties calculated with ωB97M-V/def2-TZVPD.

Last column: Mulliken charge in e.
Element x y z (Å)
C: -1.15133 0.71895 -0.49222  -1.059
C: 0.12369 -0.14262 -0.46721  0.341
N: 1.35390 0.15496 0.67373  -0.592
C: 0.13840 -1.31909 0.32609  0.196
N: -0.06435 -2.35491 0.80451  -0.505
H: -1.95271 0.26090 -1.10450  0.309
H: -1.54685 0.84571 0.51747  0.313
H: -0.92627 1.69181 -0.93575  0.287
H: 0.52748 -0.26534 -1.49011  0.266
H: 2.32590 -0.14948 0.57811  0.227
H: 1.17213 0.55911 1.58989  0.218

Output
LUMO energy, eV: 0.82
Orbital gap, eV: 9.44
Total charge: 0
HOMO, eV: -8.6


<B>
Below is the molecule C3H6N2, with properties calculated with ωB97M-V/def2-TZVPD.

Last column: Mulliken charge in e.
Element x y z (Å)
C: 0.23635 -1.14861 -0.56472  -0.092
C: -0.08660 -0.70867 0.91857  -0.109
C: -0.57812 0.39703 1.33635  -0.715
H: 0.53141 1.38365 -2.20655  0.335
H: 0.77452 1.36326 -0.55695  0.253
H: 0.55345 -2.24883 -0.74459  0.292
H: 0.15234 -1.55453 1.50842  0.296
H: -0.55893 0.58632 2.34610  0.301
H: -1.18781 1.16690 0.74728  0.330
N: 0.01273 1.02223 -1.21764  -0.526
N: 0.15066 -0.25874 -1.56626  -0.365

Output
LUMO energy, eV: 0.70
SMILES: C=C/C=N\N
Orbital gap, eV: 9.14
Total charge: 0
HOMO, eV: -8.4


How do the energies compare? Relative to the most stable structure, in hartree: <A> 0.0000; <B> 0.0440.